1.
{
  "formula": "C34H48CaN6O2PS2",
  "method": "ωB97M-V/def2-TZVPD",
  "species": ["Ca", "N", "C", "C", "C", "C", "C", "C", "C", "C", "N", "C", "H", "H", "H", "H", "H", "H", "H", "H", "C", "C", "C", "C", "C", "C", "C", "C", "C", "S", "C", "N", "H", "H", "H", "H", "H", "H", "H", "H", "C", "C", "N", "H", "H", "H", "C", "P", "C", "C", "O", "H", "H", "H", "H", "H", "H", "H", "H", "H", "O", "C", "C", "C", "C", "C", "N", "C", "S", "N", "C", "C", "C", "C", "H", "H", "H", "H", "H", "H", "H", "H", "H", "H", "H", "H", "H", "H", "H", "H", "H", "H", "H", "H"],
  "positions_angstrom": [[-1.502724, 0.882061, 1.129330], [-0.604188, -0.086218, -1.078289], [-0.631936, 0.825274, -2.158380], [-0.637452, 0.398138, -3.461198], [-0.663692, 1.317232, -4.531974], [-0.656098, 2.659561, -4.293948], [-0.670159, 3.135565, -2.960394], [-0.671409, 4.517851, -2.647326], [-0.731240, 4.913243, -1.345872], [-0.832180, 3.922153, -0.344691], [-0.823890, 2.638993, -0.592168], [-0.701954, 2.224214, -1.886297], [-0.456853, -1.040113, -1.395187], [0.185257, 0.125172, -0.452694], [-0.590862, -0.664732, -3.670559], [-0.661582, 0.941901, -5.546756], [-0.641280, 3.373474, -5.107448], [-0.623081, 5.239282, -3.453822], [-0.723151, 5.956503, -1.063936], [-0.932222, 4.216678, 0.695955], [-3.262863, 2.000682, 3.647296], [-1.988287, 2.793723, 3.719319], [-1.919423, 3.930046, 4.559081], [-0.762914, 4.642417, 4.593774], [0.352194, 4.236890, 3.823161], [1.552163, 4.980080, 3.852896], [2.605751, 4.560002, 3.093112], [2.494974, 3.399644, 2.314217], [1.353501, 2.619319, 2.253769], [1.438884, 1.144119, 1.294073], [0.232078, 3.071647, 3.028500], [-0.964743, 2.388915, 3.001339], [-3.791923, 2.038797, 4.598373], [-3.070995, 0.947046, 3.427355], [-3.926637, 2.391540, 2.873143], [-2.784165, 4.213624, 5.143369], [-0.674431, 5.526721, 5.213581], [1.608236, 5.862647, 4.476916], [3.538267, 5.109410, 3.091511], [3.348744, 3.076097, 1.732819], [-2.658368, -4.005569, 1.613120], [-2.678787, -2.566501, 1.418133], [-2.663658, -1.428722, 1.278194], [-1.870732, -4.416549, 0.981322], [-3.624800, -4.435800, 1.359827], [-2.425133, -4.215498, 2.656118], [-4.389492, -0.347114, -1.473837], [-4.542295, 1.292049, -0.759117], [-4.335174, 2.452412, -2.113452], [-6.228921, 1.447969, -0.165347], [-3.554433, 1.554810, 0.345953], [-5.068874, -0.453458, -2.320623], [-4.619920, -1.102766, -0.724113], [-3.362601, -0.497271, -1.810424], [-5.162928, 2.385984, -2.820575], [-3.400495, 2.240299, -2.636001], [-4.285901, 3.466238, -1.715176], [-6.947584, 1.188222, -0.943393], [-6.411139, 2.473007, 0.157238], [-6.370768, 0.783167, 0.686757], [0.158238, -1.000804, 3.979413], [-0.270286, -0.650082, 3.003549], [3.375180, -5.061548, -2.689701], [1.965937, -5.453374, -3.126737], [0.843991, -5.008666, -2.187727], [0.460838, -3.533371, -2.256586], [1.471690, -2.616187, -1.734792], [1.765612, -2.525243, -0.403479], [0.656576, -2.959580, 0.789550], [2.977159, -2.040448, -0.122010], [3.540428, -1.831304, 1.208112], [4.514442, -2.939766, 1.589975], [5.667069, -3.137106, 0.607079], [6.543413, -1.901953, 0.439327], [4.127359, -5.585883, -3.279526], [3.545271, -5.310870, -1.639739], [3.583108, -3.995817, -2.809969], [1.925627, -6.542015, -3.202209], [1.770995, -5.080495, -4.137782], [1.108953, -5.244487, -1.152962], [-0.057613, -5.585628, -2.411670], [-0.454628, -3.368972, -1.689138], [0.271642, -3.232123, -3.290201], [2.259885, -2.480170, -2.350144], [3.575610, -1.806204, -0.899714], [2.709943, -1.786989, 1.906813], [4.005838, -0.845834, 1.213966], [3.954077, -3.871828, 1.700132], [4.918654, -2.696874, 2.577024], [5.272659, -3.450215, -0.365966], [6.279731, -3.972691, 0.951492], [6.000972, -1.064151, -0.005894], [7.402159, -2.104746, -0.200875], [6.923748, -1.559043, 1.403797]],
  "forces_ev_per_angstrom": [[0.4290, -0.1687, -0.0736], [0.1272, 0.1080, 0.1878], [-0.0495, -0.0902, -0.1362], [0.0067, 0.0642, 0.0017], [0.0001, -0.0510, 0.0057], [-0.0077, 0.0354, 0.0328], [0.0177, 0.0655, -0.0608], [0.0004, -0.0533, -0.0001], [-0.0033, -0.0645, 0.0394], [-0.0165, 0.1184, 0.0449], [-0.1079, -0.1941, -0.0025], [-0.0093, -0.0090, -0.0072], [-0.1185, 0.0626, 0.0668], [0.1484, 0.1078, -0.1827], [-0.0023, -0.0046, 0.0118], [0.0005, 0.0101, -0.0014], [0.0000, -0.0081, -0.0032], [0.0005, 0.0101, 0.0082], [-0.0008, 0.0035, -0.0128], [0.0110, -0.0090, -0.0128], [-0.0615, -0.0370, -0.0172], [0.1266, 0.0332, 0.2455], [-0.0756, -0.0763, -0.1138], [-0.0145, -0.0351, -0.0247], [0.0983, 0.1847, 0.0921], [-0.0786, -0.0629, -0.0166], [-0.0309, 0.0007, 0.0202], [0.0909, 0.0096, -0.0541], [0.1406, 0.0135, -0.0615], [-0.4782, -0.0168, 0.2301], [-0.1332, -0.0818, -0.0551], [0.1175, -0.0201, -0.3265], [-0.0169, 0.0062, -0.0107], [0.0262, 0.0029, 0.0085], [0.0098, 0.0031, 0.0001], [0.0173, 0.0120, 0.0157], [0.0099, -0.0033, 0.0044], [0.0239, 0.0052, -0.0103], [-0.0054, 0.0059, 0.0054], [-0.0065, 0.0016, 0.0024], [0.0683, 0.0389, 0.0047], [-0.0186, 0.0905, 0.0099], [-0.0632, 0.0577, -0.0012], [-0.0243, -0.0512, 0.0115], [0.0063, -0.0181, -0.0144], [-0.0079, -0.0385, -0.0097], [-0.0138, -0.0350, -0.0172], [0.0290, 0.1562, 0.0291], [-0.0373, 0.0082, -0.0595], [-0.0545, -0.0074, -0.0630], [0.0530, -0.1211, 0.0591], [0.0083, -0.0098, -0.0009], [-0.0180, 0.0240, 0.0252], [0.0071, 0.0479, -0.0098], [0.0110, -0.0204, -0.0038], [-0.0017, -0.0194, 0.0163], [-0.0164, -0.0121, 0.0358], [0.0134, 0.0083, -0.0043], [0.0320, 0.0063, 0.0017], [0.0265, -0.0120, -0.0037], [0.3682, -0.1743, 0.2977], [-0.4831, 0.1559, -0.0781], [0.0942, 0.0359, 0.0248], [-0.0157, -0.0046, -0.0311], [-0.0266, -0.0089, 0.0367], [0.0245, 0.0316, -0.0050], [0.0767, -0.0253, 0.0015], [-0.0489, -0.1136, 0.1653], [-0.0383, -0.0045, -0.1330], [0.0136, 0.1210, -0.0900], [-0.0602, 0.0188, -0.0101], [-0.0020, 0.0174, 0.0460], [-0.0179, -0.0315, -0.0225], [0.0435, 0.0737, -0.0088], [-0.0214, -0.0162, -0.0049], [-0.0184, -0.0045, -0.0016], [-0.0216, -0.0074, -0.0095], [0.0061, 0.0034, 0.0176], [-0.0065, 0.0002, 0.0005], [-0.0158, -0.0100, -0.0017], [0.0005, 0.0105, -0.0343], [-0.0211, 0.0013, 0.0199], [0.0081, -0.0397, -0.0236], [-0.0372, 0.0493, -0.0274], [0.0058, 0.0135, 0.0039], [-0.0018, 0.0073, 0.0175], [0.0492, -0.0233, -0.0074], [-0.0040, -0.0044, -0.0218], [-0.0048, -0.0047, 0.0046], [-0.0005, 0.0028, 0.0030], [0.0018, 0.0100, 0.0208], [-0.0155, -0.0123, 0.0016], [-0.0122, -0.0247, -0.0001], [-0.0029, -0.0140, 0.0037]],
  "spin_multiplicity": 1,
  "gap_ev": 6.716,
  "total_charge": 1,
  "max_force_ev_per_a": 0.5,
  "relative_energy_ev": 0.318,
  "e_tot_ha": -3618.84263
}

***

2.
{
  "formula": "C2H5FIN",
  "method": "ωB97M-V/def2-TZVPD",
  "species": ["C", "C", "N", "F", "I", "H", "H", "H", "H", "H"],
  "positions_angstrom": [[-0.427958, -0.739518, -0.349789], [0.451448, 2.350583, 0.276163], [0.878640, -0.278169, -0.194270], [0.826184, 3.048847, -0.808712], [-1.634946, 2.304510, 0.594115], [-0.503463, -1.796345, -0.257993], [-1.087178, -0.066186, 0.267325], [-0.753733, -0.626653, -1.318566], [0.986944, 2.443285, 1.273393], [1.372419, -0.603195, 0.586127]],
  "forces_ev_per_angstrom": [[0.3216, 1.0312, 1.5986], [-0.3975, -1.8020, 0.5531], [0.4314, 2.8999, -2.2753], [0.0415, -0.7536, 1.3901], [0.8432, 0.2742, -0.1601], [-0.3665, -1.1040, 1.3398], [-0.3725, -1.3079, 0.0479], [-0.6349, 0.8973, -2.5481], [-0.1886, 0.3479, -1.8091], [0.3223, -0.4831, 1.8632]],
  "spin_multiplicity": 1,
  "gap_ev": [6.907, 6.913],
  "max_force_ev_per_a": 3.7,
  "relative_energy_ev": 5.117,
  "e_tot_ha": -531.31902
}

***

3.
{
  "formula": "C4H16N2O",
  "method": "ωB97M-V/def2-TZVPD",
  "species": ["C", "C", "C", "C", "N", "N", "H", "H", "H", "H", "H", "H", "H", "H", "H", "H", "H", "H", "H", "H", "H", "H", "O"],
  "positions_angstrom": [[1.912817, -1.413345, -0.280236], [1.487542, 0.082619, -0.272098], [0.158272, 0.338951, -0.972112], [-1.070984, 0.580770, -0.102599], [-1.834894, -0.672721, 0.359267], [2.562948, 0.965042, -0.848926], [1.119835, -1.990550, 0.176468], [1.955214, -1.881015, -1.247270], [2.949062, -1.505971, 0.028103], [1.476631, 0.213141, 0.881246], [0.066973, -0.423254, -1.766810], [0.125511, 0.946925, -1.896626], [-0.717248, 0.816804, 0.900587], [-1.732162, 1.343998, -0.453440], [-2.615149, -1.034251, -0.262635], [-1.126198, -1.405838, 0.502387], [-2.245496, -0.525877, 1.303278], [3.323880, 1.023427, -0.171924], [2.320845, 1.976629, -1.089866], [3.052169, 0.577275, -1.668543], [-3.379686, 0.771757, 3.005068], [-4.364743, 0.614258, 1.822079], [-3.425142, 0.601226, 2.054603]],
  "forces_ev_per_angstrom": [[0.2516, 0.9637, -1.4960], [-0.2105, -0.9357, 1.5810], [-0.7523, -0.7854, -1.9864], [0.7097, -1.1058, 1.4951], [-0.0992, -1.0970, -1.1203], [1.0351, 1.2468, -0.1259], [0.4369, -0.1589, 0.9823], [-0.1824, 0.2726, -1.0719], [-0.2021, -0.4148, 1.1353], [-0.2541, 0.9176, -1.9987], [-0.6419, -1.3946, 1.1205], [0.6497, 1.7315, 1.1929], [0.2075, 1.0933, -0.2579], [-0.5444, 0.1356, -0.1944], [1.2510, 0.4886, 0.6756], [-0.5375, -0.0880, -0.4285], [-0.5646, 0.6105, -0.3720], [0.1544, 0.1940, 0.2790], [-0.0847, -1.5780, 0.4614], [-0.5680, -0.1192, -0.1339], [-0.1797, 0.0664, -0.0690], [0.0922, 0.0488, 0.1858], [0.0331, -0.0918, 0.1460]],
  "spin_multiplicity": 1,
  "gap_ev": 12.431,
  "total_charge": 2,
  "max_force_ev_per_a": 2.3,
  "relative_energy_ev": 1.200,
  "e_tot_ha": -346.10919
}